Formula: C10H16K2N3O3
Source: OMol25
Level of theory: ωB97M-V/def2-TZVPD

Each line ends with the Löwdin charge.
Element x y z (Å)
K -30.79 9.67 3.15  0.861
K -35.01 9.49 2.18  0.889
C -32.80 11.51 0.27  -0.378
O -32.57 10.40 1.09  -0.605
H -33.60 11.37 -0.48  0.048
H -33.09 12.38 0.89  0.034
H -31.90 11.78 -0.29  0.064
C -34.26 15.55 0.04  0.057
N -34.09 15.89 1.50  -0.420
O -34.93 16.55 2.07  0.096
O -33.16 15.29 2.04  0.016
H -33.26 15.64 -0.37  0.100
H -34.86 16.29 -0.48  0.098
H -34.65 14.54 0.00  0.093
N -32.09 13.30 4.03  0.039
C -31.81 12.62 5.19  -0.142
C -30.46 12.37 5.25  -0.125
C -29.98 12.67 3.96  -0.176
C -30.97 13.25 3.22  -0.125
H -32.98 13.68 3.76  0.125
H -32.59 12.45 5.93  0.110
H -29.87 11.87 5.99  0.099
H -28.99 12.45 3.58  0.102
H -30.97 13.69 2.24  0.115
N -33.85 5.98 -2.94  0.017
C -33.88 6.74 -4.09  -0.138
C -34.13 8.04 -3.76  -0.098
C -34.32 8.08 -2.33  -0.102
C -34.13 6.80 -1.90  -0.177
H -33.61 5.01 -2.84  0.144
H -33.74 6.30 -5.06  0.110
H -34.03 8.82 -4.50  0.093
H -34.69 8.93 -1.78  0.077
H -34.30 6.42 -0.90  0.098

As for the net charge: +1. Its relative energy (zero: lowest compared OMol25 entry of this formula, charge and spin) is 0.0 kcal/mol. Its largest force on an atom is 0.0292 Eh/bohr. As for the orbital gap: 6.523 eV. Its total energy is -53883.5467 eV.